1.
Formula: C27H18F6N3OSTi
Source: the Open Molecules 2025 dataset
Level of theory: the ωB97M-V functional and the def2-TZVPD basis

Calculated values
- E: -3126.079127 a.u.
- Spin multiplicity: 2
- HOMO-LUMO gap (spin up / spin down): 6.113 / 6.750 eV
- Strongest force on any atom: 0.07538 hartree/bohr
- HOMO level (spin up / spin down): -6.65 / -8.02 eV

Geometry (Å):
Ti 0.715 0.607 0.189
C -3.094 -0.806 -1.165
C -1.944 0.033 -0.704
N -0.769 -0.498 -0.386
N -0.536 -1.824 -0.420
C 0.646 -2.050 0.102
O 1.344 -1.037 0.536
C 1.170 -3.402 0.252
C 0.610 -4.493 -0.409
C 1.106 -5.763 -0.182
C 2.166 -5.955 0.695
C 2.747 -4.867 1.328
C 2.258 -3.597 1.104
C -1.937 1.444 -0.547
C -3.021 2.330 -0.743
C -2.865 3.670 -0.512
C -1.614 4.150 -0.079
C -0.584 3.254 0.076
N -0.711 1.940 -0.145
H -2.706 -1.663 -1.713
H -3.755 -0.230 -1.802
H -3.659 -1.186 -0.312
H -0.205 -4.329 -1.093
H 0.661 -6.613 -0.678
H 2.539 -6.950 0.890
H 3.574 -5.012 2.008
H 2.693 -2.735 1.589
H -3.975 1.932 -1.048
H -3.683 4.360 -0.652
H -1.479 5.194 0.144
H 0.408 3.589 0.381
F -1.140 3.560 6.055
C -0.329 3.091 5.102
C -0.767 2.113 4.217
F -1.986 1.578 4.329
C 0.067 1.706 3.192
F -0.392 0.732 2.323
C 1.357 2.218 2.987
S 2.322 1.776 1.642
C 1.800 3.144 3.958
F 3.048 3.616 3.870
C 0.973 3.588 4.975
F 1.402 4.511 5.840
F -1.305 -1.574 -5.379
C -0.545 -0.951 -4.448
C -0.760 0.393 -4.201
C 0.035 1.033 -3.269
C 1.026 0.340 -2.558
C 1.820 0.999 -1.518
C 1.207 -1.024 -2.835
C 0.428 -1.671 -3.773
H -1.529 0.917 -4.750
H -0.100 2.094 -3.097
H 1.921 2.083 -1.680
H 2.805 0.529 -1.389
H 1.972 -1.574 -2.297
H 0.568 -2.717 -3.999

How is the electron density shared among the atoms? According to Löwdin, the charges in e are: atom 1 (Ti): 0.88, atom 2 (C): 0.00, atom 3 (C): -0.24, atom 4 (N): -0.11, atom 5 (N): 0.13, atom 6 (C): -0.40, atom 7 (O): -0.15, atom 8 (C): -0.15, atom 9 (C): -0.02, atom 10 (C): -0.08, atom 11 (C): -0.08, atom 12 (C): -0.07, atom 13 (C): -0.01, atom 14 (C): -0.20, atom 15 (C): 0.00, atom 16 (C): -0.06, atom 17 (C): -0.05, atom 18 (C): -0.12, atom 19 (N): -0.05, atom 20 (H): 0.08, atom 21 (H): 0.07, atom 22 (H): 0.09, atom 23 (H): 0.11, atom 24 (H): 0.10, atom 25 (H): 0.10, atom 26 (H): 0.10, atom 27 (H): 0.12, atom 28 (H): 0.11, atom 29 (H): 0.11, atom 30 (H): 0.10, atom 31 (H): 0.11, atom 32 (F): 0.12, atom 33 (C): -0.13, atom 34 (C): -0.14, atom 35 (F): 0.12, atom 36 (C): -0.19, atom 37 (F): 0.02, atom 38 (C): -0.55, atom 39 (S): 0.74, atom 40 (C): -0.23, atom 41 (F): 0.09, atom 42 (C): -0.14, atom 43 (F): 0.12, atom 44 (F): 0.04, atom 45 (C): -0.28, atom 46 (C): -0.01, atom 47 (C): -0.05, atom 48 (C): -0.33, atom 49 (C): -0.21, atom 50 (C): -0.05, atom 51 (C): 0.00, atom 52 (H): 0.12, atom 53 (H): 0.12, atom 54 (H): 0.08, atom 55 (H): 0.08, atom 56 (H): 0.12, atom 57 (H): 0.12

2.
Formula: C17H27BLuNO4P2
Source: the Open Molecules 2025 dataset
Level of theory: the ωB97M-V functional and the def2-TZVPD basis

Calculated values
- Charge: +2
- E: -2962.230642 a.u.
- HOMO-LUMO gap (spin up / spin down): 7.036 / 4.879 eV
- Strongest force on any atom: 0.06436 hartree/bohr
- HOMO level (spin up / spin down): -13.36 / -11.65 eV

Geometry (Å):
Lu 0.209 1.131 0.052
P 2.343 -1.210 0.705
C 2.311 -0.611 -1.125
C 1.064 -1.211 -1.830
N -0.112 -0.696 -1.413
C -1.282 -1.045 -1.986
C -1.309 -2.009 -2.961
C -0.130 -2.539 -3.432
C 1.084 -2.113 -2.885
C -2.509 -0.351 -1.505
P -2.242 1.387 -0.646
H 2.103 -2.424 -3.179
H -2.246 -2.331 -3.372
H -0.065 -3.315 -4.193
H -3.248 -0.187 -2.305
H -3.025 -0.958 -0.738
H 2.242 0.534 -1.125
H 3.254 -0.965 -1.575
H -0.068 4.538 -2.062
O 1.672 2.079 -0.902
H 1.755 2.211 -1.912
H -1.105 2.643 -1.513
O -0.596 4.273 -1.285
H -0.300 4.382 -0.391
C -2.890 2.495 -1.943
H -3.831 2.042 -2.266
H -3.106 3.504 -1.585
H -2.219 2.536 -2.810
C -3.721 1.294 0.458
H -3.655 2.064 1.240
H -4.663 1.437 -0.095
H -3.768 0.320 0.965
C 2.514 -2.987 0.540
H 3.536 -3.259 0.265
H 2.262 -3.419 1.511
H 1.828 -3.391 -0.208
C 3.825 -0.459 1.375
H 3.581 -0.134 2.385
H 4.629 -1.191 1.420
H 4.158 0.415 0.818
O 0.393 -1.471 2.981
B 0.928 -0.784 1.901
O 0.560 0.604 2.127
C 0.016 0.705 3.423
C -0.142 1.820 4.236
C -0.303 1.568 5.615
C -0.412 0.244 6.068
C -0.312 -0.858 5.243
C -0.083 -0.589 3.901
H -0.060 2.801 3.793
H -0.368 2.423 6.286
H -0.545 0.091 7.135
H -0.396 -1.898 5.589

How is the electron density shared among the atoms? According to Löwdin, the charges in e are: atom 1 (Lu): 1.49, atom 2 (P): 0.95, atom 3 (C): -0.21, atom 4 (C): -0.32, atom 5 (N): -0.02, atom 6 (C): -0.31, atom 7 (C): 0.00, atom 8 (C): 0.00, atom 9 (C): 0.00, atom 10 (C): -0.20, atom 11 (P): 0.75, atom 12 (H): 0.14, atom 13 (H): 0.13, atom 14 (H): 0.13, atom 15 (H): 0.11, atom 16 (H): 0.10, atom 17 (H): 0.02, atom 18 (H): 0.12, atom 19 (H): 0.10, atom 20 (O): -0.49, atom 21 (H): 0.08, atom 22 (H): 0.07, atom 23 (O): -0.06, atom 24 (H): 0.05, atom 25 (C): -0.30, atom 26 (H): 0.06, atom 27 (H): 0.07, atom 28 (H): 0.06, atom 29 (C): -0.25, atom 30 (H): 0.05, atom 31 (H): 0.07, atom 32 (H): 0.05, atom 33 (C): -0.16, atom 34 (H): 0.08, atom 35 (H): 0.08, atom 36 (H): 0.07, atom 37 (C): -0.16, atom 38 (H): 0.07, atom 39 (H): 0.07, atom 40 (H): 0.07, atom 41 (O): 0.15, atom 42 (B): -0.67, atom 43 (O): -0.14, atom 44 (C): -0.18, atom 45 (C): 0.01, atom 46 (C): -0.04, atom 47 (C): -0.05, atom 48 (C): 0.04, atom 49 (C): -0.20, atom 50 (H): 0.12, atom 51 (H): 0.12, atom 52 (H): 0.12, atom 53 (H): 0.15

3.
Formula: C4H7NO
Source: the Open Molecules 2025 dataset
Level of theory: the ωB97M-V functional and the def2-TZVPD basis

Calculated values
- E: -286.376797 a.u.
- HOMO-LUMO gap: 8.688 eV
- Strongest force on any atom: 0.08609 hartree/bohr
- HOMO level: -8.16 eV

Geometry (Å):
C 0.563 1.301 -0.175
C 0.268 0.164 -1.107
N 0.590 -1.104 -0.919
O -0.146 2.465 -0.193
C -0.765 -1.109 1.362
C -1.135 -2.219 1.658
H -0.737 2.502 -0.957
H 1.457 -1.212 -0.389
H 1.194 1.174 0.701
H -0.656 -0.045 1.235
H -0.667 0.313 -1.658
H 1.351 1.023 -1.332
H -1.318 -3.251 1.774

How is the electron density shared among the atoms? According to Löwdin, the charges in e are: atom 1 (C): -0.24, atom 2 (C): -0.39, atom 3 (N): 0.01, atom 4 (O): 0.00, atom 5 (C): -0.03, atom 6 (C): 0.02, atom 7 (H): 0.11, atom 8 (H): 0.04, atom 9 (H): 0.13, atom 10 (H): 0.01, atom 11 (H): 0.12, atom 12 (H): 0.21, atom 13 (H): 0.01

4.
Formula: C19H23N3O6S
Source: the Open Molecules 2025 dataset
Level of theory: the ωB97M-V functional and the def2-TZVPD basis

Calculated values
- Structure (SMILES): CCOC(=O)N1CCN(C(=O)c2ccc(S(=O)(=O)NCc3ccco3)cc2)CC1
- E: -1751.727952 a.u.
- HOMO-LUMO gap: 8.960 eV
- Strongest force on any atom: 0.01964 hartree/bohr
- HOMO level: -8.78 eV

Geometry (Å):
C -1.868 -2.024 2.200
C -3.167 -2.306 1.458
O -3.641 -1.138 0.789
C -3.064 -0.856 -0.390
O -2.274 -1.578 -0.957
N -3.516 0.311 -0.922
C -2.835 0.823 -2.089
C -1.614 1.663 -1.645
N -1.867 2.191 -0.321
C -1.110 1.928 0.780
O -1.557 2.038 1.907
C 0.333 1.605 0.560
C 0.947 0.700 1.423
C 2.309 0.470 1.341
C 3.049 1.146 0.391
S 4.827 0.912 0.280
O 5.295 1.666 -0.842
O 5.409 1.127 1.569
N 5.074 -0.698 -0.066
C 4.376 -1.239 -1.213
C 3.030 -1.788 -0.863
C 2.691 -2.826 -0.043
C 1.277 -2.879 -0.033
C 0.859 -1.871 -0.843
O 1.913 -1.201 -1.347
C 2.460 2.056 -0.463
C 1.100 2.296 -0.375
C -3.246 2.587 -0.116
C -4.153 1.339 -0.123
H -1.071 -1.826 1.487
H -1.598 -2.885 2.805
H -1.992 -1.157 2.847
H -3.024 -3.105 0.724
H -3.968 -2.573 2.150
H -3.548 1.428 -2.654
H -2.514 -0.020 -2.702
H -0.722 1.036 -1.618
H -1.451 2.483 -2.355
H 0.347 0.199 2.167
H 2.799 -0.214 2.017
H 5.052 -1.276 0.758
H 4.999 -2.024 -1.656
H 4.278 -0.421 -1.928
H 3.364 -3.478 0.475
H 0.662 -3.578 0.495
H -0.125 -1.568 -1.141
H 3.084 2.573 -1.174
H 0.643 3.039 -1.010
H -3.314 3.100 0.844
H -3.518 3.278 -0.918
H -5.134 1.578 -0.548
H -4.286 0.956 0.887

How is the electron density shared among the atoms? According to Löwdin, the charges in e are: atom 1 (C): -0.05, atom 2 (C): -0.20, atom 3 (O): 0.00, atom 4 (C): -0.53, atom 5 (O): 0.08, atom 6 (N): -0.03, atom 7 (C): -0.10, atom 8 (C): -0.11, atom 9 (N): -0.05, atom 10 (C): -0.41, atom 11 (O): 0.08, atom 12 (C): -0.12, atom 13 (C): 0.01, atom 14 (C): -0.04, atom 15 (C): -0.27, atom 16 (S): 0.64, atom 17 (O): -0.28, atom 18 (O): -0.28, atom 19 (N): -0.12, atom 20 (C): -0.15, atom 21 (C): -0.28, atom 22 (C): -0.03, atom 23 (C): -0.06, atom 24 (C): -0.11, atom 25 (O): 0.04, atom 26 (C): -0.03, atom 27 (C): -0.01, atom 28 (C): -0.10, atom 29 (C): -0.09, atom 30 (H): 0.05, atom 31 (H): 0.08, atom 32 (H): 0.08, atom 33 (H): 0.12, atom 34 (H): 0.12, atom 35 (H): 0.13, atom 36 (H): 0.13, atom 37 (H): 0.11, atom 38 (H): 0.13, atom 39 (H): 0.12, atom 40 (H): 0.13, atom 41 (H): 0.11, atom 42 (H): 0.13, atom 43 (H): 0.13, atom 44 (H): 0.11, atom 45 (H): 0.10, atom 46 (H): 0.09, atom 47 (H): 0.11, atom 48 (H): 0.12, atom 49 (H): 0.13, atom 50 (H): 0.13, atom 51 (H): 0.13, atom 52 (H): 0.12